[1]
Formula: C12H48Al2O16P
Source: OMol25
Level of theory: wB97M-V/def2-TZVPD

Geometry (Å):
Al 2.368276 -0.230885 -3.288542
Al 0.798206 3.570377 -0.717551
P 0.400649 0.130166 -0.312172
O 0.471719 1.020043 -1.622520
O 0.860152 1.162744 0.693301
O 1.435457 -0.963158 -0.665236
O -1.053994 -0.353610 -0.108753
C 3.052248 -4.079822 -1.794597
O 2.125549 -3.034535 -2.153359
H 4.036481 -3.623514 -1.654560
H 2.686153 -4.561833 -0.889455
H 3.062919 -4.750969 -2.647772
H 1.790420 -2.510823 -1.400142
C -0.840492 -2.433421 -4.026147
O -0.352434 -1.174178 -3.676708
H -0.030495 -3.086905 -4.336885
H -1.379921 -2.895509 -3.173883
H -1.608631 -2.423502 -4.811678
H -1.084040 -0.622785 -3.303917
C 3.405620 2.827736 2.626303
O 2.906157 2.571456 1.323338
H 3.624880 1.903010 3.172270
H 4.319781 3.399673 2.501036
H 2.667363 3.363811 3.235952
H 2.264880 1.823153 1.325580
C 2.687161 -1.854864 2.393814
O 2.507317 -2.492952 1.150551
H 1.774031 -1.353915 2.739803
H 2.980603 -2.547473 3.179399
H 3.484526 -1.102377 2.336035
H 2.067243 -1.864836 0.504023
C -4.262941 -1.249261 1.384364
O -2.920986 -1.052973 1.781349
H -4.807228 -0.347690 1.060515
H -4.318601 -1.877990 0.489077
H -4.829599 -1.684240 2.201008
H -2.388593 -0.786696 1.000879
C -1.958843 3.239709 -4.039483
O -1.340895 2.905446 -2.784303
H -1.948229 4.308596 -4.216847
H -1.428881 2.703986 -4.831599
H -2.984272 2.868001 -4.002569
H -1.427133 1.955328 -2.625003
C -0.848112 0.161559 3.663665
O 0.386325 0.839693 3.380657
H -1.682478 0.607796 3.114076
H -0.740898 -0.890431 3.382736
H -0.995003 0.168225 4.740176
H 0.538422 0.770587 2.413744
C -0.865513 4.160763 3.000428
O 0.114770 3.391527 2.350200
H -0.523993 4.620339 3.940237
H -1.209498 4.952548 2.340744
H -1.673781 3.508425 3.371561
H 0.260080 2.559431 2.851949
C -3.044425 2.682341 0.741890
O -1.784366 2.493072 0.090551
H -3.781417 2.988595 -0.005702
H -3.335877 1.808824 1.321074
H -2.933901 3.528786 1.432359
H -1.588418 1.544609 0.225344
C -0.554842 -3.646377 0.435667
O -1.467390 -2.951263 -0.337145
H 0.436694 -3.707039 -0.081172
H -0.403447 -3.151521 1.397255
H -0.826893 -4.699510 0.519634
H -1.292229 -1.971238 -0.249286
C 5.359069 -0.190250 -0.346812
O 4.272884 -0.855610 -0.984744
H 5.884137 -0.881706 0.318718
H 6.031377 0.178303 -1.119122
H 5.082537 0.697227 0.233756
H 3.711333 -1.191997 -0.271186
C -3.567698 -0.463508 -2.425828
O -2.229443 0.021068 -2.537118
H -3.589483 -1.507897 -2.095059
H -4.167835 0.142214 -1.746433
H -4.001642 -0.473686 -3.422566
H -1.780629 -0.036416 -1.659164

Cartesian forces (eV/Å) of the 3 atoms listed first:
-0.922 -0.754 1.360
-0.988 -2.217 0.632
1.021 -0.227 -1.271

Computed properties:
Energy relative to the best compared isomer or geometry (same formula, charge and spin) ... 118.7 kJ/mol
Net charge ... +3
E_LUMO ... -0.549 Ha


[2]
Formula: C12H48F2NO16S2
Source: OMol25
Level of theory: wB97M-V/def2-TZVPD

Geometry (Å):
N -0.517995 -1.082965 0.862252
S -1.441402 0.152820 1.032898
O -2.659986 0.179541 0.215502
O -0.874846 1.448395 1.444737
F -1.996172 -0.329955 2.479763
S 0.218650 -0.322008 -0.460618
O 1.256625 0.674094 -0.250886
O -0.592638 -0.228523 -1.701720
F 1.216815 -1.545552 -0.866781
C -5.295061 -3.462296 4.741393
O -5.880051 -4.695777 5.017051
H -5.064822 -3.300882 3.688282
H -5.958115 -2.642320 5.017267
H -4.303762 -3.449801 5.194469
H -5.236923 -5.338652 4.709309
C 1.375221 4.352924 -3.199356
O 1.741796 4.901608 -4.445608
H 0.675735 5.020432 -2.696112
H 0.853235 3.417978 -3.403092
H 2.251143 4.155268 -2.581442
H 2.591096 4.525012 -4.687407
C 1.350027 -0.579458 4.936182
O 2.067061 -1.070277 3.825853
H 0.956202 0.416533 4.733658
H 0.446587 -1.179206 5.046674
H 1.978616 -0.567430 5.826584
H 1.368834 -1.226475 3.185781
C -2.079123 5.566806 4.793309
O -1.483594 6.531048 5.621970
H -1.540761 5.688823 3.853426
H -1.841577 4.587829 5.209572
H -3.150869 5.581612 4.595177
H -1.873280 6.464239 6.496771
C 6.320187 2.893496 -1.757020
O 7.256079 2.964746 -2.913843
H 6.760268 2.269015 -0.979554
H 6.107023 3.833717 -1.248445
H 5.399632 2.375469 -2.025959
H 8.000215 3.556114 -2.779069
C -4.385659 -4.147108 -0.529867
O -3.028271 -4.102331 -0.884934
H -5.012705 -4.207376 -1.419403
H -4.611635 -4.970528 0.147645
H -4.645494 -3.224308 -0.011193
H -2.539624 -3.711876 -0.156674
C -3.129968 4.177226 -2.083614
O -3.358357 5.014877 -0.948237
H -2.221915 3.623512 -1.845002
H -3.952673 3.519204 -2.363397
H -2.788047 4.712292 -2.969552
H -2.812870 5.800411 -1.031809
C 2.974857 -0.789087 -5.571962
O 2.763857 -2.167582 -5.362338
H 2.105776 -0.183809 -5.829708
H 3.322115 -0.269686 -4.678807
H 3.786026 -0.615994 -6.279146
H 3.599794 -2.601249 -5.175922
C -6.272514 -0.524183 -4.632315
O -6.101469 -1.819363 -5.230076
H -5.670488 -0.421266 -3.729491
H -6.073287 0.256481 -5.366449
H -7.319773 -0.354130 -4.382457
H -6.498496 -1.883176 -6.101797
C 2.997575 3.804383 3.203662
O 3.227801 3.860667 1.832117
H 1.934116 3.748441 3.436093
H 3.462894 2.875017 3.532078
H 3.409513 4.712985 3.642794
H 2.699370 3.199597 1.378960
C 0.642027 -5.885695 1.424725
O -0.038236 -5.056376 2.331330
H 0.296288 -5.830298 0.392497
H 1.669627 -5.529145 1.353916
H 0.661878 -6.950236 1.658071
H -0.071623 -4.172632 1.957858
C 5.278214 -4.932547 -0.752850
O 6.006486 -5.915327 -1.474835
H 4.265592 -4.788302 -1.129499
H 5.176179 -5.169955 0.306076
H 5.757011 -3.954067 -0.790602
H 6.096035 -5.663401 -2.396853

Cartesian forces (eV/Å) of the 3 atoms listed first:
2.287 1.578 -2.935
-6.153 3.494 4.289
2.226 -0.072 1.127

Computed properties:
Energy relative to the best compared isomer or geometry (same formula, charge and spin) ... 500.9 kJ/mol
Net charge ... -1
E_LUMO ... 0.076 Ha


[3]
Formula: C12H48N12O12
Source: OMol25
Level of theory: wB97M-V/def2-TZVPD

Geometry (Å):
N 4.005143 0.985658 4.112156
C 3.370934 1.475501 3.007828
N 2.225766 0.846544 2.640200
O 3.814794 2.432073 2.380538
H 3.668540 0.167433 4.582945
H 4.922331 1.349883 4.288786
H 1.814460 0.075177 3.131948
H 1.860240 1.112583 1.741652
N -4.249926 1.454562 -0.351938
C -5.582365 1.161556 -0.555822
N -6.445523 1.824921 0.268596
O -5.933806 0.341997 -1.382219
H -3.848274 1.779826 0.504212
H -3.690547 1.107737 -1.111086
H -7.434541 1.722467 0.149738
H -6.055254 2.573337 0.809952
N -3.351583 -2.351944 0.770381
C -4.193064 -3.256549 1.336282
N -4.428568 -3.027677 2.681820
O -4.766179 -4.132618 0.717628
H -2.943995 -1.589070 1.274942
H -3.266488 -2.396698 -0.233347
H -5.118243 -3.542417 3.191576
H -3.846297 -2.363437 3.158848
N 6.107303 1.733815 0.410922
C 5.874338 0.385690 0.222306
N 4.601103 -0.001140 0.495890
O 6.755087 -0.377252 -0.126180
H 7.063257 1.957974 0.624130
H 5.415153 2.371183 0.769290
H 3.907750 0.685312 0.718004
H 4.404128 -0.966143 0.301981
N 2.481316 1.692844 -1.386510
C 2.719690 1.818224 -2.716937
N 3.614480 2.797282 -3.061138
O 2.248642 1.011076 -3.516878
H 2.770919 2.381568 -0.708267
H 1.917498 0.944945 -0.960925
H 4.133296 3.170885 -2.287212
H 3.962358 2.751680 -4.000340
N 2.831358 -3.945788 -1.623355
C 2.397860 -2.659073 -1.498140
N 2.867030 -1.810511 -2.431717
O 1.603767 -2.353080 -0.599072
H 2.458760 -4.570501 -0.933539
H 3.427168 -4.212215 -2.383429
H 2.564030 -0.848913 -2.457989
H 3.438240 -2.132198 -3.191859
C -0.499309 -0.081194 -0.031079
O 0.888887 0.155401 0.201670
H -0.940341 0.893695 -0.247616
H -0.632390 -0.696601 -0.921630
H -0.997979 -0.522107 0.828792
H 1.334615 -0.710444 0.148376
C -0.103375 -4.250323 1.783380
O 0.555185 -2.997018 1.903645
H 0.608989 -4.971399 1.370247
H -0.409793 -4.588795 2.771657
H -1.008155 -4.154142 1.178280
H 0.919561 -2.769032 1.034391
C 0.142997 3.552206 1.155296
O 0.851792 4.699192 0.764783
H -0.746551 3.766532 1.780296
H -0.394303 3.073933 0.324961
H 0.733777 2.864810 1.748691
H 0.308148 5.191580 0.144798
C -3.288383 1.391745 2.922591
O -2.686611 0.143371 2.627775
H -2.623081 2.254348 2.860593
H -4.155672 1.579844 2.289292
H -3.777212 1.386483 3.905254
H -1.797811 0.255772 2.982261
C -2.450219 -2.136306 -3.153497
O -2.082729 -2.633859 -1.863620
H -1.814669 -1.299090 -3.426716
H -2.469381 -2.918966 -3.912600
H -3.484323 -1.772008 -3.091100
H -2.452674 -3.523052 -1.830380
C -1.632490 1.915888 -3.778153
O -0.487466 1.582831 -4.529705
H -1.693890 2.993244 -3.608901
H -2.515607 1.494409 -4.252466
H -1.608760 1.419896 -2.792260
H 0.317137 1.832645 -4.061955

Cartesian forces (eV/Å) of the 3 atoms listed first:
-0.306 0.218 -0.169
0.237 -0.099 0.447
0.032 0.378 0.000

Computed properties:
Energy relative to the best compared isomer or geometry (same formula, charge and spin) ... 38.3 kJ/mol
Net charge ... 0
E_LUMO ... 0.004 Ha
Structure (SMILES) ... NC(N)=O.NC(N)=O.NC(N)=O.NC(N)=O.NC(N)=O.NC(N)=O.CO.CO.CO.CO.CO.CO


[4]
Formula: C12H48N24O12
Source: OMol25
Level of theory: wB97M-V/def2-TZVPD

Geometry (Å):
N 0.995831 1.142831 -6.016489
C 1.025469 0.163446 -5.084446
N 1.578924 0.484046 -3.924567
O 0.530813 -0.916871 -5.350609
H 0.269821 1.072910 -6.757473
H 1.245883 2.065978 -5.815106
H 1.999019 1.399655 -3.859720
H 1.435009 -0.129690 -3.159599
N -1.073444 -4.205901 3.076599
C -1.964454 -3.392215 2.446689
N -2.605541 -3.797305 1.356187
O -2.249472 -2.271968 2.907294
H -0.813956 -5.048843 2.587120
H -0.360153 -3.644246 3.497206
H -3.154133 -3.106991 0.913298
H -2.220450 -4.546523 0.787996
N -4.080801 3.379039 0.592285
C -2.828036 3.856488 0.456235
N -2.542461 5.121750 0.078144
O -1.875957 3.081439 0.693058
H -4.941686 3.879888 0.832166
H -4.145048 2.391661 0.875546
H -3.225105 5.782701 -0.244132
H -1.548505 5.288961 0.177132
N -0.418704 -0.622914 4.410439
C 0.926777 -0.514195 4.074883
N 1.772463 0.273158 4.749506
O 1.302067 -1.303778 3.182060
H -1.002643 -1.357425 3.929897
H -0.736651 -0.123284 5.207095
H 2.732168 0.333844 4.458764
H 1.426682 1.158565 5.112319
N 3.344479 -3.879773 0.148817
C 2.739092 -4.762746 1.025150
N 3.645266 -5.406649 1.882244
O 1.577830 -5.096743 0.994418
H 2.708970 -3.597297 -0.650494
H 4.327453 -3.892490 0.087328
H 3.500307 -6.426741 2.041967
H 4.496291 -4.990943 2.076580
N -4.763646 -1.357492 0.705314
C -4.612228 -0.105592 1.264885
N -3.777859 -0.086461 2.372897
O -4.962679 0.867558 0.598605
H -4.766969 -2.171840 1.252284
H -5.213176 -1.408466 -0.195675
H -3.335505 -0.918555 2.730431
H -3.324578 0.800087 2.519414
N -3.425507 -2.035764 -3.552127
C -3.863125 -1.350055 -2.424919
N -2.949990 -0.377519 -1.986098
O -4.919850 -1.646297 -1.914905
H -2.808005 -1.533281 -4.168154
H -4.097027 -2.663758 -3.999838
H -1.976269 -0.294467 -2.260223
H -3.240491 0.068954 -1.132662
N -0.646924 0.265082 0.948439
C 0.048842 -0.211302 -0.076382
N 0.814498 -1.313684 0.268929
O -0.098335 0.257360 -1.211620
H -0.782018 -0.208240 1.861599
H -1.021496 1.256910 1.017913
H 1.126565 -1.928940 -0.485201
H 0.902879 -1.574319 1.258610
N 2.166350 5.996654 1.568181
C 1.126200 5.353021 1.073663
N 0.868834 4.123643 1.594959
O 0.407131 5.890774 0.250883
H 2.073085 6.987723 1.505411
H 2.548046 5.709018 2.448657
H 1.480791 3.525820 2.128779
H 0.011147 3.738711 1.364133
N 0.712575 -3.695830 -4.033262
C 1.091446 -3.919594 -2.780050
N 0.934673 -5.122294 -2.259966
O 1.701160 -3.056301 -2.062713
H 0.139820 -4.437031 -4.473584
H 0.274835 -2.839935 -4.270629
H 1.191295 -5.263784 -1.283655
H 0.946774 -5.998497 -2.763784
N 4.292000 2.329345 0.957047
C 3.609280 1.634968 1.922049
N 3.815647 0.325205 2.106143
O 2.890819 2.318728 2.696942
H 3.925399 3.309255 0.983779
H 4.757941 1.890257 0.166678
H 4.204061 -0.209191 1.362158
H 2.979552 -0.141501 2.488023
N 0.953351 3.011236 -1.641463
C 1.705478 3.672413 -2.548239
N 1.973718 4.939436 -2.411771
O 2.272178 3.080868 -3.495351
H 0.304719 3.571246 -1.052798
H 0.565303 2.117110 -1.870525
H 1.548849 5.563800 -1.721395
H 2.426984 5.423946 -3.135590

Cartesian forces (eV/Å) of the 3 atoms listed first:
-1.196 0.038 -2.582
-0.534 -0.008 -0.088
0.538 0.108 -0.343

Computed properties:
Energy relative to the best compared isomer or geometry (same formula, charge and spin) ... 101.8 kJ/mol
Net charge ... 0
E_LUMO ... 0.015 Ha
Structure (SMILES) ... NC(N)=O.NC(N)=O.NC(N)=O.NC(N)=O.NC(N)=O.NC(N)=O.NC(N)=O.NC(N)=O.NC(N)=O.NC(N)=O.NC(N)=O.NC(N)=O


Number 1: maximum force 0.0488 Eh/bohr. Number 2: maximum force 0.1609 Eh/bohr. Number 3: maximum force 0.0396 Eh/bohr. Number 4: maximum force 0.0933 Eh/bohr.